Entry 1:
{
  "formula": "C36H50BF4IrP",
  "method": "ωB97M-V/def2-TZVPD",
  "elements": ["Ir", "C", "C", "C", "C", "C", "C", "C", "C", "C", "C", "C", "C", "C", "C", "C", "C", "C", "C", "C", "C", "C", "P", "C", "C", "C", "C", "C", "C", "C", "C", "H", "H", "H", "H", "H", "H", "H", "H", "H", "H", "H", "H", "H", "H", "H", "H", "H", "H", "H", "H", "H", "H", "H", "H", "H", "H", "H", "H", "H", "H", "H", "H", "H", "H", "H", "H", "H", "H", "H", "H", "H", "H", "H", "H", "H", "C", "C", "C", "C", "C", "C", "C", "H", "H", "H", "H", "H", "F", "B", "F", "F", "F"],
  "coordinates": [[0.48312, -0.16915, 0.89684], [0.79617, -4.92574, 2.39553], [-0.49288, -4.83305, 1.57479], [-1.59242, -5.70754, 2.18396], [-0.96349, -3.40281, 1.41531], [-1.34770, -2.90380, 0.17284], [-1.79804, -1.60989, -0.04139], [-2.40888, -1.40543, -1.43615], [-3.87397, -1.88199, -1.45987], [-2.29743, -0.05249, -2.12458], [-1.73301, -0.66716, 1.05553], [-1.43071, -1.20931, 2.35337], [-1.07452, -2.55182, 2.49062], [-1.63593, -0.42874, 3.63025], [-2.92462, -0.87947, 4.32702], [-0.43842, -0.55844, 4.57526], [-2.48867, 0.65549, 0.93834], [-3.88482, 0.54962, 0.89534], [-4.69124, 1.63993, 0.63173], [-4.11054, 2.87228, 0.38721], [-2.73180, 3.00633, 0.48898], [-1.90399, 1.93046, 0.80060], [-0.09176, 2.14954, 1.14745], [0.78860, 2.95639, -0.35198], [0.64438, 4.46368, -0.58560], [0.27433, 2.26011, -1.61375], [2.28804, 2.63013, -0.23071], [-0.02873, 3.38675, 2.58332], [-0.75277, 4.72663, 2.40894], [-0.63734, 2.76217, 3.83654], [1.46444, 3.62500, 2.85763], [1.20687, -5.93816, 2.34984], [0.60425, -4.69318, 3.44872], [1.55060, -4.22743, 2.02846], [-0.27916, -5.21272, 0.57202], [-1.85286, -5.34437, 3.18349], [-1.25984, -6.74644, 2.27623], [-2.49912, -5.68802, 1.57342], [-1.31753, -3.57540, -0.68266], [-1.84961, -2.09577, -2.06820], [-4.54249, -1.11569, -1.05676], [-4.01019, -2.79801, -0.87961], [-4.18401, -2.07939, -2.49075], [-2.77357, 0.75689, -1.56768], [-2.79500, -0.11877, -3.09741], [-1.25983, 0.20519, -2.30800], [-0.84180, -2.92253, 3.48490], [-1.76415, 0.61227, 3.36209], [-2.85060, -1.92683, 4.63694], [-3.78894, -0.78639, 3.66204], [-3.11248, -0.27287, 5.21910], [-0.30841, -1.59450, 4.90177], [-0.58830, 0.04759, 5.47489], [0.48486, -0.25456, 4.07673], [-4.32920, -0.42782, 1.04496], [-5.76802, 1.52352, 0.59836], [-4.72309, 3.72815, 0.12994], [-2.28473, 3.97427, 0.30373], [-0.39574, 4.78123, -0.70368], [1.15883, 4.69100, -1.52488], [1.11806, 5.06529, 0.19169], [-0.76967, 2.51205, -1.81918], [0.37702, 1.18065, -1.53890], [0.90181, 2.55133, -2.46172], [2.76904, 3.18731, 0.57747], [2.77459, 2.88438, -1.17724], [2.47105, 1.56891, -0.07204], [-1.83602, 4.59964, 2.44402], [-0.49452, 5.26826, 1.51050], [-0.47593, 5.35465, 3.26375], [-1.69233, 2.51498, 3.69358], [-0.57802, 3.49492, 4.65036], [-0.09510, 1.87311, 4.14554], [1.92505, 4.24929, 2.09253], [2.02215, 2.68541, 2.90815], [1.56998, 4.13960, 3.81888], [2.02499, -1.29473, 1.40674], [3.08612, -2.12020, 0.96632], [2.89623, -3.08642, -0.05838], [3.94057, -3.86519, -0.52110], [5.21780, -3.73230, 0.02543], [5.42655, -2.80423, 1.04374], [4.38800, -2.01709, 1.50879], [1.90603, -3.17029, -0.49658], [3.76916, -4.57112, -1.32714], [6.04290, -4.31904, -0.36014], [6.41968, -2.67942, 1.46248], [4.56158, -1.28204, 2.28734], [2.16157, -0.20621, -1.77686], [3.07425, 0.19254, -2.80179], [2.69584, 1.50341, -3.25281], [2.99618, -0.72190, -3.87624], [4.37988, 0.23903, -2.27344]],
  "e_lumo_ev": [2.25, 2.24],
  "homo_ev": [-2.792, -4.974],
  "gap_ev": [5.047, 7.212],
  "total_charge": -1,
  "spin_multiplicity": 5,
  "s_squared": 6.060
}



Entry 2:
{
  "formula": "C36H50BrGdIN4O4S",
  "method": "ωB97M-V/def2-TZVPD",
  "elements": ["Gd", "C", "O", "C", "C", "O", "C", "C", "O", "C", "H", "H", "H", "H", "H", "H", "H", "H", "H", "H", "H", "H", "H", "H", "I", "C", "C", "C", "C", "C", "C", "C", "C", "C", "C", "H", "H", "H", "H", "H", "H", "C", "C", "C", "C", "C", "C", "C", "Br", "C", "O", "C", "C", "C", "C", "C", "C", "H", "H", "H", "H", "H", "H", "H", "H", "H", "H", "H", "H", "H", "H", "H", "H", "H", "H", "H", "H", "S", "C", "N", "C", "C", "N", "H", "H", "H", "H", "H", "H", "N", "C", "C", "C", "N", "H", "H", "H", "H"],
  "coordinates": [[-0.76067, 1.18222, -0.60683], [-1.91645, 3.05821, -3.83264], [-1.36497, 3.05906, -2.52014], [-1.45543, 4.31976, -1.86829], [-0.09095, 4.69602, -1.28644], [0.61365, 3.53675, -0.83829], [1.91363, 3.40060, -1.40484], [1.85009, 2.76271, -2.77250], [1.24398, 1.49046, -2.62459], [1.39263, 0.70441, -3.79761], [-2.95261, 3.40349, -3.81758], [-1.88824, 2.03471, -4.19691], [-1.32692, 3.69633, -4.49668], [-2.21012, 4.25536, -1.07953], [-1.75450, 5.09531, -2.57514], [-0.23391, 5.36595, -0.43595], [0.50369, 5.21156, -2.04182], [2.47910, 2.75057, -0.73951], [2.41510, 4.36926, -1.45375], [2.86810, 2.65130, -3.16008], [1.27512, 3.37538, -3.47911], [2.43154, 0.71627, -4.13570], [0.74746, 1.06897, -4.60384], [1.12192, -0.31824, -3.54543], [-1.77653, -0.73628, -2.95464], [-3.85385, -0.49550, -2.52290], [-4.69816, -1.29361, -3.23679], [-6.08590, -1.16596, -3.05131], [-6.56119, -0.22697, -2.18420], [-5.68354, 0.60328, -1.44816], [-6.21071, 1.59336, -0.58910], [-5.36574, 2.41252, 0.09544], [-3.97038, 2.23624, -0.00940], [-3.36028, 1.27632, -0.79107], [-4.26193, 0.47312, -1.57247], [-4.30811, -2.01115, -3.94541], [-6.75926, -1.80191, -3.60997], [-7.62747, -0.09105, -2.05313], [-7.28565, 1.69632, -0.50323], [-5.75059, 3.20152, 0.73034], [-3.35654, 2.91465, 0.57063], [5.93398, -3.41918, 1.88333], [5.37628, -2.05467, 2.29588], [6.45568, -0.99377, 2.03647], [5.05548, -2.10064, 3.79772], [4.11129, -1.69448, 1.52163], [3.45126, -0.50087, 1.78065], [2.31798, -0.20827, 1.06167], [1.39340, 1.44913, 1.46090], [1.71792, -0.99098, 0.05156], [0.64476, -0.55129, -0.56255], [2.38559, -2.22627, -0.17555], [3.54259, -2.50898, 0.55057], [1.94316, -3.32238, -1.16070], [0.65017, -3.00561, -1.90662], [1.70268, -4.62984, -0.38624], [3.04358, -3.54164, -2.21099], [6.82943, -3.63755, 2.46649], [6.21240, -3.42972, 0.82792], [5.21044, -4.21498, 2.07018], [7.36177, -1.23586, 2.59567], [6.12366, -0.00068, 2.34316], [6.70716, -0.95827, 0.97493], [5.94345, -2.38679, 4.36499], [4.27071, -2.83307, 3.99669], [4.72051, -1.12962, 4.16570], [3.81493, 0.19738, 2.52360], [4.03299, -3.44687, 0.33393], [-0.17100, -2.82449, -1.21476], [0.38376, -3.84472, -2.55381], [0.77690, -2.12189, -2.53020], [0.93701, -4.47971, 0.37800], [2.60539, -4.99208, 0.10493], [1.35758, -5.40871, -1.06972], [3.24707, -2.61403, -2.75074], [2.72368, -4.29534, -2.93407], [3.97630, -3.88196, -1.76078], [-1.26576, 3.50411, 1.68189], [-1.75158, 2.52928, 2.95874], [-2.94163, 1.92200, 3.08363], [-3.11007, 1.29119, 4.39023], [-1.67475, 1.31020, 4.94124], [-1.02340, 2.26444, 4.04836], [-3.71297, 2.16790, 2.48819], [-3.49901, 0.27932, 4.28948], [-3.78985, 1.87101, 5.01807], [-1.20181, 0.32875, 4.86802], [-1.63221, 1.64637, 5.97514], [-0.04125, 2.47097, 4.08695], [-2.84621, -1.05113, 1.21724], [-2.98086, -2.08749, 2.06208], [-1.78803, -2.20425, 2.73953], [-0.98439, -1.17715, 2.22200], [-1.63777, -0.47906, 1.30278], [-3.52272, -0.67433, 0.57032], [-3.88685, -2.66741, 2.11751], [-1.52471, -2.92997, 3.48919], [0.04047, -0.94739, 2.46808]],
  "e_lumo_ev": [-1.99, -4.18],
  "homo_ev": [-9.612, -9.626],
  "gap_ev": [7.618, 5.450],
  "total_charge": 1,
  "spin_multiplicity": 8,
  "s_squared": 16.077
}



Which formula does entry 2 have? C36H50BrGdIN4O4S